ORCA calculation (ωB97M-V with the def2-TZVPD basis set) on a 16-piece molecular cluster, C72H120N16 overall at a distorted geometry.

Results
* highest occupied orbital energy: -7.555 eV
* total charge: 0
* lowest unoccupied orbital energy: 0.5 eV
* gap between HOMO and LUMO: 8.039 eV
* energy: -100440.6316 eV
* maximum force: 6.550 eV Å⁻¹
* multiplicity: 1
* ΔE to the lowest compared entry with this formula, charge and spin: 121.0 kcal/mol

CARTESIAN COORDINATES (ANGSTROEM)
1 N -0.516 -3.529 -4.905
2 C -1.830 -3.332 -4.692
3 C -2.049 -3.993 -3.449
4 C -0.894 -4.648 -2.980
5 C 0.087 -4.132 -3.828
6 H -0.072 -2.958 -5.610
7 H -2.355 -2.702 -5.395
8 H -2.988 -4.088 -2.924
9 H -0.878 -5.205 -2.055
10 H 1.164 -4.058 -3.783
11 N -8.509 -2.871 -3.509
12 C -8.481 -1.514 -3.268
13 C -7.179 -1.064 -2.990
14 C -6.346 -2.266 -3.027
15 C -7.163 -3.244 -3.629
16 H -9.291 -3.492 -3.660
17 H -9.457 -1.052 -3.258
18 H -6.848 -0.115 -2.595
19 H -5.295 -2.271 -2.778
20 H -6.886 -4.249 -3.909
21 N 0.898 0.203 -0.483
22 C -0.344 0.561 0.081
23 C -1.323 -0.338 -0.389
24 C -0.667 -1.223 -1.212
25 C 0.708 -0.901 -1.256
26 H 1.750 0.739 -0.397
27 H -0.440 1.349 0.814
28 H -2.342 -0.443 -0.049
29 H -1.096 -2.095 -1.684
30 H 1.507 -1.366 -1.815
31 N -5.187 2.580 -0.404
32 C -4.373 2.009 0.612
33 C -4.884 0.741 0.919
34 C -5.993 0.572 0.124
35 C -6.248 1.760 -0.605
36 H -5.083 3.506 -0.792
37 H -3.458 2.316 1.096
38 H -4.508 0.071 1.678
39 H -6.541 -0.358 0.175
40 H -6.944 2.052 -1.377
41 N 3.290 1.097 2.148
42 C 3.729 0.451 0.995
43 C 3.759 1.443 0.027
44 C 3.328 2.638 0.676
45 C 3.218 2.408 1.976
46 H 3.155 0.614 3.025
47 H 3.977 -0.595 1.092
48 H 4.013 1.247 -1.005
49 H 3.295 3.567 0.126
50 H 3.044 3.171 2.721
51 N -0.022 3.841 5.301
52 C -0.166 3.679 3.973
53 C 0.540 4.614 3.288
54 C 1.132 5.479 4.221
55 C 0.798 4.915 5.423
56 H -0.413 3.244 6.016
57 H -0.824 2.951 3.522
58 H 0.802 4.621 2.240
59 H 1.652 6.414 4.069
60 H 1.183 5.179 6.397
61 N -4.999 -5.959 -0.368
62 C -4.456 -5.938 -1.623
63 C -4.092 -7.164 -2.112
64 C -4.138 -7.916 -0.866
65 C -4.652 -7.214 0.138
66 H -5.471 -5.183 0.073
67 H -4.609 -5.052 -2.221
68 H -3.851 -7.644 -3.049
69 H -3.757 -8.907 -0.670
70 H -4.888 -7.591 1.123
71 N 4.482 -2.984 -0.376
72 C 5.771 -2.497 -0.363
73 C 6.221 -2.463 -1.697
74 C 5.241 -3.191 -2.378
75 C 4.158 -3.462 -1.593
76 H 3.792 -3.038 0.360
77 H 6.270 -1.989 0.449
78 H 7.132 -2.096 -2.146
79 H 5.397 -3.546 -3.386
80 H 3.237 -4.020 -1.680
81 N 2.209 -8.344 -3.870
82 C 2.138 -7.012 -3.637
83 C 3.429 -6.560 -3.319
84 C 4.299 -7.490 -3.613
85 C 3.600 -8.584 -4.018
86 H 1.410 -8.915 -4.107
87 H 1.192 -6.502 -3.536
88 H 3.608 -5.569 -2.929
89 H 5.379 -7.479 -3.602
90 H 3.813 -9.520 -4.514
91 N 1.599 -2.612 1.317
92 C 1.452 -3.899 0.868
93 C 2.335 -4.735 1.539
94 C 2.823 -3.956 2.570
95 C 2.465 -2.552 2.370
96 H 1.152 -1.796 0.923
97 H 0.729 -4.207 0.127
98 H 2.395 -5.768 1.231
99 H 3.355 -4.474 3.355
100 H 2.711 -1.646 2.904
101 N -6.384 -3.851 1.927
102 C -5.912 -3.010 0.921
103 C -4.506 -3.021 1.043
104 C -4.143 -3.884 2.071
105 C -5.252 -4.432 2.568
106 H -7.314 -4.164 2.168
107 H -6.673 -2.381 0.481
108 H -3.932 -2.287 0.497
109 H -3.142 -4.036 2.446
110 H -5.486 -5.062 3.413
111 N 1.443 0.954 4.568
112 C 2.236 1.141 5.608
113 C 2.417 -0.058 6.256
114 C 1.716 -0.980 5.414
115 C 1.041 -0.287 4.419
116 H 1.112 1.706 3.982
117 H 2.705 2.092 5.811
118 H 2.924 -0.410 7.143
119 H 1.660 -2.052 5.532
120 H 0.257 -0.485 3.704
121 C 7.006 1.166 2.183
122 C 6.821 2.563 1.863
123 N 7.680 3.247 0.753
124 C 7.472 2.676 -0.642
125 C 8.634 3.220 -1.550
126 C 7.461 4.656 0.749
127 C 7.667 5.408 2.058
128 H 8.052 0.899 2.338
129 H 6.757 0.458 1.393
130 H 6.443 0.979 3.098
131 H 5.802 2.744 1.521
132 H 6.997 3.099 2.796
133 H 7.558 1.589 -0.670
134 H 6.480 2.832 -1.067
135 H 8.706 4.289 -1.752
136 H 9.613 2.914 -1.179
137 H 8.669 2.832 -2.568
138 H 6.444 4.852 0.408
139 H 8.097 5.103 -0.015
140 H 7.826 6.439 1.742
141 H 8.567 5.011 2.530
142 H 6.749 5.467 2.642
143 C -3.782 2.939 8.446
144 C -3.001 1.553 8.547
145 N -2.359 1.081 7.313
146 C -1.682 -0.161 7.588
147 C -0.671 -0.335 8.723
148 C -3.299 0.812 6.260
149 C -2.719 0.602 4.878
150 H -4.568 2.865 7.696
151 H -3.031 3.610 8.029
152 H -4.088 3.476 9.344
153 H -2.190 1.756 9.247
154 H -3.674 0.826 9.001
155 H -2.424 -0.939 7.767
156 H -1.156 -0.511 6.700
157 H -0.251 -1.339 8.787
158 H 0.198 0.315 8.616
159 H -1.212 -0.086 9.636
160 H -3.934 1.683 6.101
161 H -4.063 0.114 6.601
162 H -3.456 0.752 4.088
163 H -2.159 -0.332 4.847
164 H -1.949 1.332 4.632
165 C 1.871 -1.430 -7.435
166 C 1.372 -0.611 -6.186
167 N -0.070 -0.328 -6.102
168 C -0.516 0.104 -4.760
169 C -0.145 1.538 -4.272
170 C -0.716 0.380 -7.218
171 C -2.226 0.307 -7.309
172 H 1.600 -0.757 -8.248
173 H 1.370 -2.395 -7.518
174 H 2.942 -1.564 -7.288
175 H 1.643 -1.266 -5.358
176 H 1.960 0.300 -6.075
177 H -1.600 0.006 -4.708
178 H -0.210 -0.653 -4.038
179 H 0.873 1.833 -4.528
180 H -0.783 2.141 -4.919
181 H -0.358 1.831 -3.244
182 H -0.280 0.062 -8.165
183 H -0.352 1.402 -7.113
184 H -2.600 0.919 -8.130
185 H -2.669 0.777 -6.432
186 H -2.577 -0.712 -7.475
187 C -0.676 7.686 -0.821
188 C -0.522 7.176 -2.287
189 N -1.460 6.175 -2.654
190 C -2.828 6.701 -2.593
191 C -3.202 6.923 -4.047
192 C -1.349 4.904 -1.930
193 C -0.010 4.189 -1.841
194 H 0.071 8.476 -0.737
195 H -0.640 6.900 -0.067
196 H -1.543 8.303 -0.586
197 H -0.632 7.924 -3.073
198 H 0.469 6.750 -2.439
199 H -2.879 7.743 -2.278
200 H -3.490 5.991 -2.097
201 H -3.033 5.982 -4.570
202 H -2.645 7.681 -4.598
203 H -4.276 7.030 -4.204
204 H -1.563 4.926 -0.862
205 H -1.932 4.145 -2.451
206 H 0.627 4.845 -1.248
207 H -0.173 3.212 -1.385
208 H 0.348 4.049 -2.861

---

ORCA calculation (ωB97M-V with the def2-TZVPD basis set) on C24H21N8O3SV as an isolated structure at a distorted geometry.

Results
* highest occupied orbital energy (alpha / beta): -3.229 / -1.894 eV
* total charge: -1
* lowest unoccupied orbital energy (alpha / beta): 1.6 / 1.6 eV
* expectation value of S²: 0.960
* gap between HOMO and LUMO (alpha / beta): 4.867 / 3.506 eV
* energy: -79816.7928 eV
* maximum force: 2.032 eV Å⁻¹
* multiplicity: 2
* ΔE to the lowest compared entry with this formula, charge and spin: 9.7 kcal/mol

CARTESIAN COORDINATES (ANGSTROEM)
1 V -0.117 -1.182 1.464
2 S -2.860 -4.454 -0.483
3 C -1.895 -3.275 0.098
4 N -1.182 -2.410 0.451
5 C 3.683 2.065 -0.720
6 C 2.606 2.200 0.153
7 C 2.033 1.098 0.768
8 C 2.493 -0.209 0.515
9 C 3.612 -0.326 -0.340
10 C 4.184 0.781 -0.944
11 N 1.814 -1.305 1.015
12 C 2.530 -2.471 1.324
13 C 3.821 -2.430 1.880
14 C 4.503 -3.591 2.212
15 C 3.918 -4.840 2.022
16 C 2.632 -4.893 1.497
17 C 1.951 -3.733 1.148
18 H 4.132 2.930 -1.193
19 H 2.211 3.187 0.372
20 H 1.217 1.240 1.467
21 H 4.005 -1.314 -0.549
22 H 5.034 0.641 -1.607
23 H 4.273 -1.464 2.067
24 H 5.497 -3.518 2.645
25 H 4.449 -5.749 2.283
26 H 2.146 -5.853 1.351
27 H 0.954 -3.802 0.734
28 N -6.071 5.273 -4.251
29 C -5.506 4.701 -3.433
30 C -4.793 3.977 -2.395
31 C -4.000 2.885 -2.718
32 C -3.319 2.196 -1.733
33 C -3.435 2.588 -0.403
34 C -4.220 3.684 -0.077
35 C -4.893 4.373 -1.072
36 N -2.751 1.880 0.602
37 C -2.474 2.296 1.917
38 C -1.780 1.283 2.479
39 N -1.635 0.247 1.557
40 C -2.230 0.631 0.466
41 H -3.906 2.583 -3.752
42 H -2.674 1.372 -2.006
43 H -4.326 3.995 0.953
44 H -5.508 5.225 -0.816
45 H -2.740 3.268 2.295
46 H -1.336 1.214 3.456
47 H -2.290 0.036 -0.428
48 O 0.621 -0.288 3.324
49 N 0.276 -1.328 3.976
50 O -0.232 -2.170 3.109
51 N 0.748 0.003 -3.160
52 C 0.114 -0.689 -2.145
53 N -0.420 -1.901 -2.457
54 O 0.049 -0.214 -1.026
55 H 1.084 -0.514 -3.953
56 H 1.375 0.713 -2.810
57 H -0.464 -2.237 -3.399
58 H -0.910 -2.402 -1.729

---

ORCA calculation (ωB97M-V with the def2-TZVPD basis set) on a 6-piece molecular cluster, C32H50N3O10S overall.

Results
* highest occupied orbital energy: -4.572 eV
* total charge: -1
* lowest unoccupied orbital energy: 2.1 eV
* gap between HOMO and LUMO: 6.711 eV
* energy: -69776.4745 eV
* maximum force: 0.993 eV Å⁻¹
* multiplicity: 1

CARTESIAN COORDINATES (ANGSTROEM)
1 O 1.269 -2.790 5.160
2 C 1.477 -3.799 4.548
3 O 0.617 -4.330 3.671
4 C 1.201 -5.017 2.547
5 C 1.149 -4.193 1.272
6 C -0.178 -3.484 1.034
7 C -0.128 -2.512 -0.149
8 C 0.351 -1.060 0.141
9 C -0.873 -0.151 0.213
10 C -1.916 -0.613 1.243
11 S -2.835 0.855 1.828
12 C -4.327 0.100 2.310
13 N -5.234 -0.376 1.521
14 N -6.229 -0.905 2.339
15 C -5.849 -0.686 3.547
16 O -4.664 -0.056 3.618
17 N 1.166 -1.047 1.389
18 C 1.216 0.218 2.063
19 C 0.634 0.333 3.320
20 C 0.703 1.526 4.034
21 C 1.369 2.621 3.495
22 C 1.933 2.520 2.227
23 C 1.859 1.331 1.517
24 C 1.279 -0.630 -1.047
25 O 0.972 0.395 -1.677
26 O 2.285 -1.376 -1.201
27 H 2.388 -4.398 4.726
28 H 2.234 -5.280 2.797
29 H 0.652 -5.954 2.421
30 H 1.417 -4.831 0.426
31 H 1.936 -3.436 1.332
32 H -0.534 -3.034 1.957
33 H -0.915 -4.259 0.776
34 H -1.132 -2.474 -0.578
35 H 0.526 -2.948 -0.905
36 H -1.342 -0.199 -0.770
37 H -0.605 0.896 0.351
38 H -2.659 -1.252 0.770
39 H -1.466 -1.108 2.099
40 H -6.383 -0.955 4.440
41 H 2.104 -1.251 1.048
42 H 0.151 -0.534 3.755
43 H 0.260 1.562 5.022
44 H 1.435 3.538 4.068
45 H 2.471 3.363 1.809
46 H 2.315 1.261 0.536
47 C 4.831 6.989 1.818
48 C 4.851 5.521 2.175
49 O 4.083 4.738 1.668
50 C 5.874 5.078 3.191
51 H 4.053 7.173 1.081
52 H 4.632 7.588 2.709
53 H 5.797 7.285 1.407
54 H 5.714 5.604 4.134
55 H 6.881 5.296 2.831
56 H 5.783 4.007 3.357
57 C -1.728 -0.075 -6.088
58 C -1.079 -0.879 -4.985
59 O -1.726 -1.380 -4.096
60 C 0.422 -1.024 -5.071
61 H -2.804 -0.039 -5.923
62 H -1.332 0.940 -6.094
63 H -1.526 -0.535 -7.051
64 H 0.896 -0.043 -5.044
65 H 0.681 -1.532 -6.004
66 H 0.787 -1.606 -4.228
67 C 5.996 2.582 -0.196
68 C 6.538 2.238 1.168
69 O 7.513 2.796 1.628
70 C 5.791 1.175 1.927
71 H 6.609 3.360 -0.647
72 H 6.003 1.699 -0.836
73 H 4.967 2.935 -0.106
74 H 5.788 0.240 1.365
75 H 4.757 1.501 2.065
76 H 6.256 1.011 2.897
77 C -9.464 -2.656 2.766
78 C -8.904 -3.120 4.088
79 O -7.875 -2.662 4.523
80 C -9.680 -4.179 4.835
81 H -8.801 -1.905 2.341
82 H -9.540 -3.499 2.077
83 H -10.459 -2.231 2.910
84 H -9.765 -5.080 4.225
85 H -10.684 -3.816 5.061
86 H -9.167 -4.421 5.763
87 C -1.074 2.099 -10.922
88 C -0.460 1.268 -9.819
89 O -1.135 0.760 -8.957
90 C 1.041 1.105 -9.845
91 H -2.153 2.138 -10.789
92 H -0.671 3.112 -10.897
93 H -0.847 1.657 -11.894
94 H 1.525 2.081 -9.778
95 H 1.350 0.626 -10.776
96 H 1.354 0.493 -9.003

---

ORCA calculation (ωB97M-V with the def2-TZVPD basis set) on a 9-piece molecular cluster, C29H78F3N6O13S overall at a distorted geometry.

Results
* highest occupied orbital energy (alpha / beta): -8.640 / -8.639 eV
* total charge: 0
* lowest unoccupied orbital energy (alpha / beta): -0.1 / -5.0 eV
* expectation value of S²: 0.754
* gap between HOMO and LUMO (alpha / beta): 8.581 / 3.654 eV
* energy: -85874.6718 eV
* maximum force: 3.971 eV Å⁻¹
* multiplicity: 2

CARTESIAN COORDINATES (ANGSTROEM)
1 C -0.481 -0.819 -0.610
2 F -0.166 -1.154 0.606
3 F 0.662 -0.729 -1.289
4 F -1.379 -1.685 -1.090
5 S -1.349 1.000 -0.601
6 O -2.744 0.745 -0.226
7 O -0.611 1.789 0.341
8 O -1.305 1.458 -2.012
9 C -5.540 2.622 0.909
10 C -5.813 1.149 0.477
11 O -5.340 0.731 -0.737
12 O -4.125 2.858 1.093
13 H -5.992 2.955 1.843
14 H -6.023 3.336 0.242
15 H -6.888 1.137 0.297
16 H -5.485 0.455 1.251
17 H -4.401 0.923 -0.677
18 H -3.644 2.030 1.021
19 C -3.483 0.518 -3.907
20 C -2.558 -0.577 -4.534
21 O -2.683 -0.696 -5.969
22 O -2.852 1.756 -4.128
23 H -3.524 0.308 -2.839
24 H -4.476 0.618 -4.347
25 H -2.878 -1.536 -4.126
26 H -1.531 -0.384 -4.225
27 H -2.333 0.144 -6.274
28 H -2.203 1.742 -3.421
29 C -5.015 -3.355 0.048
30 C -4.326 -3.629 1.384
31 C -4.952 -2.917 2.586
32 O -4.869 -1.494 2.613
33 C -3.571 -0.929 2.749
34 N -4.621 -5.012 1.554
35 H -6.104 -3.378 0.084
36 H -4.705 -4.067 -0.717
37 H -4.800 -2.357 -0.335
38 H -3.247 -3.475 1.386
39 H -4.646 -3.245 3.580
40 H -6.013 -3.167 2.550
41 H -3.026 -1.311 3.613
42 H -3.724 0.150 2.762
43 H -2.947 -1.160 1.886
44 H -5.587 -5.089 1.837
45 H -4.587 -5.449 0.644
46 C 3.094 0.770 0.653
47 C 2.598 1.774 1.789
48 C 3.864 2.502 2.401
49 O 4.394 1.470 3.312
50 C 5.375 2.116 4.181
51 N 1.696 2.776 1.209
52 H 2.222 0.326 0.172
53 H 3.722 -0.032 1.042
54 H 3.640 1.279 -0.141
55 H 2.229 1.268 2.680
56 H 3.682 3.381 3.019
57 H 4.607 2.754 1.644
58 H 4.871 2.941 4.686
59 H 6.135 2.593 3.562
60 H 5.771 1.454 4.951
61 H 1.309 3.218 2.031
62 H 0.866 2.310 0.874
63 C 3.955 -2.033 -0.667
64 C 4.936 -3.037 -1.221
65 C 5.369 -2.747 -2.702
66 O 5.748 -1.384 -2.971
67 C 6.349 -1.155 -4.244
68 N 5.977 -3.193 -0.256
69 H 3.758 -2.138 0.400
70 H 2.988 -2.158 -1.155
71 H 4.245 -0.988 -0.782
72 H 4.352 -3.957 -1.207
73 H 4.564 -3.019 -3.384
74 H 6.154 -3.470 -2.925
75 H 5.718 -1.653 -4.980
76 H 7.376 -1.499 -4.368
77 H 6.207 -0.118 -4.549
78 H 6.549 -2.377 -0.088
79 H 6.660 -3.863 -0.578
80 C 1.471 -2.896 2.622
81 C 0.712 -3.971 1.915
82 C 1.193 -4.281 0.467
83 O 0.563 -5.386 -0.189
84 C -0.502 -4.932 -0.999
85 N 0.967 -5.117 2.735
86 H 1.553 -1.990 2.022
87 H 2.509 -3.148 2.839
88 H 1.017 -2.601 3.568
89 H -0.366 -3.814 1.954
90 H 2.255 -4.455 0.638
91 H 1.112 -3.363 -0.115
92 H -0.907 -5.728 -1.623
93 H -0.227 -4.136 -1.692
94 H -1.284 -4.460 -0.405
95 H 1.926 -5.379 2.913
96 H 0.498 -5.828 2.192
97 C -2.733 5.838 3.305
98 C -1.505 4.947 3.065
99 C -1.506 3.689 4.014
100 O -0.268 3.038 3.849
101 C -0.205 1.797 4.577
102 N -1.519 4.546 1.685
103 H -3.642 5.238 3.258
104 H -2.855 6.731 2.692
105 H -2.734 6.240 4.318
106 H -0.645 5.614 3.132
107 H -2.409 3.112 3.816
108 H -1.562 4.048 5.041
109 H 0.706 1.254 4.323
110 H -1.043 1.115 4.435
111 H -0.232 1.967 5.653
112 H -2.307 3.957 1.459
113 H -0.733 3.920 1.582
114 C 1.378 3.959 -5.044
115 C 0.606 2.898 -4.177
116 C 1.416 1.521 -4.069
117 O 2.728 1.793 -3.490
118 C 3.564 0.650 -3.367
119 N 0.351 3.417 -2.832
120 H 2.418 4.123 -4.760
121 H 0.869 4.912 -4.902
122 H 1.290 3.715 -6.103
123 H -0.391 2.735 -4.586
124 H 1.580 0.987 -5.005
125 H 0.906 0.831 -3.397
126 H 3.055 -0.082 -2.740
127 H 4.433 0.947 -2.779
128 H 3.807 0.080 -4.264
129 H -0.215 2.749 -2.329
130 H -0.186 4.272 -2.874